No. 1
Below is a cluster of 2 separate species, H4NPS in total in a non-equilibrium geometry, with properties calculated with ωB97M-V/def2-TZVPD.

Frontier orbital gap (spin up / spin down), eV: 6.58 / 6.58
HOMO energy (spin up / spin down), eV: -8.136 / -8.148

Last column: Mulliken charge in e.
Atoms and positions in Å:
N 1.6733 -0.1637 -0.0729  -0.65
P -1.2167 0.1273 -0.9434  -0.05
S -2.0371 -0.4409 0.8358  -0.22
H 2.1344 0.6210 -0.6363  0.27
H 1.3620 -0.8402 -0.8244  0.29
H 0.5120 0.0397 0.1596  0.18
H -2.4280 0.6567 1.4816  0.18

No. 2
Below is the molecule H4NPS in a non-equilibrium geometry, with properties calculated with ωB97M-V/def2-TZVPD.

Frontier orbital gap, eV: 9.38
SMILES: NPS
HOMO energy, eV: -8.926

Last column: Mulliken charge in e.
Atoms and positions in Å:
N -0.8409 0.8516 0.5644  -0.65
P -0.2495 -0.4670 -1.0690  0.20
S 1.3864 -1.4938 -0.3118  -0.22
H -1.1129 0.1502 1.2988  0.24
H -1.6076 1.3601 0.2965  0.21
H -1.0147 -1.6099 -0.9061  0.05
H 2.1378 -0.4834 -0.1123  0.16

No. 3
Below is a cluster of 2 separate species, H4NS in total in a non-equilibrium geometry, with properties calculated with ωB97M-V/def2-TZVPD.

Frontier orbital gap, eV: 7.41
Total charge: -1
HOMO energy, eV: -2.643

Last column: Mulliken charge in e.
Atoms and positions in Å:
N 0.1055 0.9136 -0.8390  -0.70
H -0.1196 1.3799 0.0449  0.24
H -0.8250 0.7868 -1.2269  0.20
H 0.5880 0.1158 -0.4031  0.21
S 0.7800 -1.6218 1.3407  -0.90
H -0.5288 -1.5742 1.0834  -0.04

No. 4
Below is a structure of composition H4O10S2Zn in a non-equilibrium geometry, with properties calculated with ωB97M-V/def2-TZVPD.

Frontier orbital gap, eV: 4.99
Total charge: -2
HOMO energy, eV: -0.900

Last column: Mulliken charge in e.
Atoms and positions in Å:
Zn 0.2282 -0.1947 0.2216  0.44
S -2.2921 0.3219 0.8043  1.27
O -1.3765 -0.7266 1.1767  -0.67
O -3.4152 -0.1802 -0.0211  -0.73
O -2.7043 1.0264 1.9993  -0.74
O -1.3082 0.9716 -0.0251  -0.59
S 0.4405 -0.2978 -2.3990  1.35
O -0.5393 0.7078 -2.8731  -0.70
O 1.2542 -0.7677 -3.4961  -0.73
O 1.3091 0.3302 -1.4084  -0.74
O -0.1654 -1.3020 -1.4815  -0.63
O 0.9164 1.4211 1.2642  -0.43
H 1.8606 1.4904 1.4053  0.30
H 0.6739 2.2501 0.8517  0.32
O 1.4601 -1.4590 1.1229  -0.25
H 1.2589 -2.0131 1.8770  0.26
H 2.3992 -1.5782 0.9811  0.27